Here is a molecular structure, C36H37N2P2STc in a non-equilibrium geometry from the Open Molecules 2025 dataset. Energies are from the ωB97M-V functional and the def2-TZVPD basis.

The geometry in ORCA input format:
```
! RIJCOSX wB97M-V def2-TZVPD def2/J DEFGRID3
* xyz 4 1
Tc -0.1107 -0.2008 1.5961
C -0.2657 -3.5006 0.3790
C 0.7624 -2.6628 -0.3854
P 1.7145 -1.3716 0.5355
C 2.8034 -2.1400 1.7329
C 2.9773 -3.5233 1.8111
C 3.9403 -4.0387 2.6638
C 4.7175 -3.1843 3.4378
C 4.5516 -1.8045 3.3502
C 3.5916 -1.2764 2.5091
C 2.7229 -0.5791 -0.7218
C 2.1731 0.3655 -1.5942
C 2.9418 0.8836 -2.6195
C 4.2605 0.4678 -2.7796
C 4.8040 -0.4777 -1.9193
C 4.0461 -0.9988 -0.8832
C -1.2586 -2.7361 1.2660
P -2.0331 -1.2016 0.5790
C -3.1316 -1.6813 -0.7668
C -2.6757 -2.4201 -1.8668
C -3.5958 -2.9357 -2.7594
C -4.9542 -2.6801 -2.5889
C -5.4028 -1.9256 -1.5106
C -4.4944 -1.3975 -0.6100
C -2.9800 -0.4857 1.9358
C -3.5184 -1.2654 2.9682
C -4.3305 -0.6717 3.9160
C -4.5989 0.6962 3.8530
C -4.0595 1.4768 2.8362
C -3.2399 0.8988 1.8830
H 0.2447 -4.2177 1.0214
H -0.8178 -4.0913 -0.3531
H 0.3014 -2.1245 -1.2198
H 1.5273 -3.3127 -0.8213
H 2.4109 -4.2044 1.1895
H 4.0895 -5.1090 2.7131
H 5.4567 -3.5955 4.1127
H 5.1872 -1.1428 3.9237
H 3.4621 -0.2030 2.4175
H 1.1414 0.6734 -1.4704
H 2.5162 1.6063 -3.3032
H 4.8647 0.8787 -3.5772
H 5.8230 -0.8153 -2.0526
H 4.4815 -1.7319 -0.2166
H -0.7858 -2.4900 2.2394
H -2.0926 -3.4002 1.5081
H -1.6226 -2.5988 -2.0416
H -3.2555 -3.5280 -3.5978
H -5.6625 -3.0434 -3.3222
H -6.4587 -1.7385 -1.3710
H -4.8532 -0.7937 0.2120
H -3.3470 -2.3325 3.0188
H -4.7724 -1.2763 4.6971
H -5.2423 1.1497 4.5962
H -4.2917 2.5323 2.7814
H -2.8475 1.4953 1.0660
C 0.6445 -0.1458 6.8656
N 0.5382 1.1298 6.1482
C 0.3083 1.2904 4.8743
N 0.2692 2.4884 4.3051
S 0.0302 -0.1555 3.9146
H 0.6534 0.0584 7.9319
H 1.5676 -0.6642 6.6072
H -0.2088 -0.7860 6.6472
H 0.7097 1.9620 6.7029
H 0.3975 3.3336 4.8469
H -0.0065 2.5822 3.3462
C 0.2246 1.4923 0.9414
C 0.4333 2.7287 0.4138
C -0.4401 3.1439 -0.6473
C -0.2347 4.3460 -1.2686
C 0.8201 5.1727 -0.8627
C 1.6686 4.7953 0.1874
C 1.4926 3.5962 0.8227
H -1.2504 2.4895 -0.9443
H -0.8901 4.6547 -2.0723
H 0.9832 6.1170 -1.3679
H 2.4698 5.4569 0.4892
H 2.1579 3.2880 1.6200
*
```

Summary:
* electronic energy: -72483.3605 eV
* LUMO energy: -14.211 eV
* HOMO energy: -19.05 eV
* ΔE to the lowest compared entry with this formula, charge and spin: 1.7093 eV

Atomic partial charges in e from the Löwdin method, atoms 1 to 2: 0.79, -0.25



Here is a molecular structure, C36H37NP2SeV in a non-equilibrium geometry from the Open Molecules 2025 dataset. Energies are from the ωB97M-V functional and the def2-TZVPD basis.

The geometry in ORCA input format:
```
! RIJCOSX wB97M-V def2-TZVPD def2/J DEFGRID3
* xyz 2 2
V -0.2230 1.5835 2.1299
C 2.1143 -3.6439 -0.8740
C 2.3630 -2.6295 -1.7135
C 1.9842 -2.6273 -3.1828
C 0.6397 -3.2785 -3.5320
C -0.4810 -2.9459 -2.5596
C -0.8065 -3.6486 -1.4874
C -0.0997 -4.9032 -1.0184
C 1.4175 -4.9349 -1.2422
C -2.3837 2.6109 1.5904
H 2.5214 -3.6437 0.1429
H 3.0289 -1.8095 -1.4199
H 2.7614 -3.1151 -3.7956
H 1.9600 -1.5818 -3.5222
H 0.3418 -2.8912 -4.5175
H 0.7670 -4.3598 -3.6702
H -1.1089 -2.1071 -2.9110
H -1.7553 -3.4631 -0.9568
H -0.5360 -5.7989 -1.4919
H -0.2954 -5.0167 0.0566
H 1.8155 -5.7203 -0.5862
H 1.6374 -5.2623 -2.2630
H -1.7543 2.7668 2.4921
H -3.4024 2.4261 1.9781
H -2.4424 3.5482 1.0234
P 1.5343 1.4790 0.6666
P -2.0749 1.1745 0.4527
C 0.5776 0.4713 -0.4662
C -0.7842 0.4974 -0.6062
C 2.6694 2.5447 -0.1643
C 3.3268 2.0391 -1.2958
C 4.2948 2.8232 -1.9158
C 4.5719 4.1104 -1.4404
C 3.8664 4.6326 -0.3462
C 2.9136 3.8549 0.2967
C 2.3517 0.4039 1.8916
C 1.5480 -0.2753 2.8340
C 2.1719 -1.1429 3.7401
C 3.5734 -1.2519 3.7643
C 4.3614 -0.4925 2.8875
C 3.7492 0.3402 1.9463
C -3.1839 1.7663 -0.8930
C -2.7285 2.8804 -1.6237
C -3.6119 3.5518 -2.4649
C -4.9100 3.0549 -2.6217
C -5.3317 1.8950 -1.9616
C -4.4637 1.2336 -1.0863
C -2.8422 -0.2220 1.3431
C -3.3052 -0.1202 2.6715
C -3.8966 -1.2289 3.2849
C -3.9964 -2.4434 2.5951
C -3.4496 -2.5734 1.3142
C -2.8628 -1.4695 0.6981
H 1.1989 -0.1590 -1.1108
H -1.1906 0.0528 -1.5225
H 3.0817 1.0419 -1.6630
H 4.8309 2.4204 -2.7739
H 5.3324 4.7177 -1.9288
H 4.0587 5.6452 0.0072
H 2.3677 4.2506 1.1576
H 0.4419 -0.1433 2.8395
H 1.5904 -1.7379 4.4509
H 4.0554 -1.9222 4.4824
H 5.4533 -0.5466 2.9307
H 4.3527 0.9377 1.2619
H -1.6941 3.2208 -1.5160
H -3.2826 4.4547 -2.9814
H -5.6063 3.5880 -3.2629
H -6.3367 1.4987 -2.1036
H -4.7645 0.3246 -0.5541
H -3.2251 0.8215 3.2218
H -4.2867 -1.1433 4.3037
H -4.4871 -3.2978 3.0687
H -3.4871 -3.5312 0.7884
H -2.4272 -1.5774 -0.2908
Se 1.0990 6.1262 3.2937
C 0.5717 4.4921 2.9789
N 0.2208 3.3785 2.7520
*
```

Summary:
* electronic energy: -149013.4377 eV
* LUMO energy (spin up / spin down): -7.185 / -7.030 eV
* HOMO energy (spin up / spin down): -13.22 / -13.23 eV

Atomic partial charges in e from the Löwdin method, atoms 1 to 2: 0.62, -0.10



Here is a molecular structure, C36H38BClIrNO4Te in a non-equilibrium geometry from the Open Molecules 2025 dataset. Energies are from the ωB97M-V functional and the def2-TZVPD basis.

The geometry in ORCA input format:
```
! RIJCOSX wB97M-V def2-TZVPD def2/J DEFGRID3
* xyz 1 2
Ir 0.0688 0.5914 0.1171
C 5.7145 1.1608 3.7951
C 4.6794 0.7807 2.7644
C 5.0077 0.6470 1.4181
C 4.0632 0.3184 0.4610
C 4.4663 0.2139 -0.9833
O 5.4700 -0.3900 -1.2936
C 3.5998 0.8843 -2.0041
C 3.5742 0.3799 -3.2973
C 2.7447 0.9552 -4.2514
C 1.9561 2.0479 -3.9204
C 2.0050 2.5786 -2.6343
C 2.8240 1.9939 -1.6794
C 2.7363 0.0472 0.8332
O 1.9015 -0.3342 -0.1128
C 2.3742 0.1808 2.1991
C 3.3688 0.5478 3.1244
C 1.0392 -0.1003 2.7216
N -0.0457 -0.1102 1.9819
C -1.3617 -0.5929 2.4129
C -1.6136 -1.9332 1.7218
Te -3.4699 -2.8063 2.3154
C -2.9219 -3.4413 4.2367
C -2.2402 -4.6460 4.3877
C -1.9422 -5.1047 5.6596
C -2.3316 -4.3700 6.7718
C -3.0064 -3.1670 6.6164
C -3.3045 -2.6971 5.3483
C 0.9686 -0.3530 4.1885
C 0.4097 0.6201 5.0116
C 0.4187 0.4411 6.3874
C 0.9626 -0.7133 6.9326
C 1.5053 -1.6895 6.1073
C 1.5251 -1.5045 4.7327
H 6.6651 1.4072 3.3236
H 5.8928 0.3410 4.4941
H 5.3956 2.0277 4.3762
H 6.0298 0.8160 1.0936
H 4.1964 -0.4720 -3.5398
H 2.7169 0.5524 -5.2570
H 1.3174 2.5016 -4.6687
H 1.4284 3.4641 -2.3928
H 2.8920 2.4181 -0.6831
H 3.0899 0.6606 4.1670
H -2.0910 0.1693 2.1300
H -1.3900 -0.7024 3.4972
H -0.8282 -2.6572 1.9572
H -1.6891 -1.8213 0.6428
H -1.9659 -5.2386 3.5208
H -1.4243 -6.0473 5.7813
H -2.1129 -4.7408 7.7655
H -3.3128 -2.5964 7.4835
H -3.8487 -1.7656 5.2287
H -0.0130 1.5200 4.5728
H 0.0007 1.2039 7.0336
H 0.9638 -0.8545 8.0068
H 1.9243 -2.5920 6.5350
H 1.9751 -2.2479 4.0835
Cl -1.0707 3.0910 1.8436
C 0.0423 2.5743 0.5758
H 1.0552 2.7886 0.9248
H -0.2040 3.1475 -0.3151
C -5.0045 2.1610 -0.8621
C -3.8584 1.3972 -1.4954
C -3.6505 1.8399 -2.9327
O -2.6368 1.7674 -0.7760
B -1.9196 0.6307 -0.5273
O -2.5701 -0.5271 -0.9014
C -3.9352 -0.1588 -1.3155
C -4.8467 -0.5979 -0.1866
C -4.2518 -0.9285 -2.5812
H -4.8288 3.2300 -0.9812
H -5.0963 1.9443 0.2015
H -5.9515 1.9180 -1.3528
H -3.4417 2.9088 -2.9425
H -4.5430 1.6612 -3.5373
H -2.8098 1.3212 -3.3949
H -4.5563 -0.1387 0.7622
H -4.7862 -1.6869 -0.0883
H -5.8871 -0.3376 -0.3871
H -3.4622 -0.8158 -3.3203
H -5.1916 -0.5842 -3.0196
H -4.3605 -1.9894 -2.3506
*
```

Summary:
* electronic energy: -70953.4947 eV
* LUMO energy (spin up / spin down): -3.349 / -7.044 eV
* HOMO energy (spin up / spin down): -9.74 / -9.64 eV
* ΔE to the lowest compared entry with this formula, charge and spin: 0.4974 eV

Atomic partial charges in e from the Löwdin method, atoms 1 to 2: 1.25, -0.04



Which value of electronic energy does entry 3 give?
-70953.4947 eV